(1)
{
  "formula": "C29H28N7NdOS3",
  "method": "ωB97M-V with the def2-TZVPD basis set",
  "e_above_lowest_kcal_mol": 16.3,
  "spin_multiplicity": 4,
  "total_charge": 2,
  "homo_energy_ev": [-13.099, -13.100],
  "lumo_ev": [-6.17, -6.14],
  "homo_lumo_gap_ev": [6.93, 6.96],
  "elements": ["Nd", "C", "S", "C", "S", "N", "N", "C", "C", "C", "C", "C", "C", "N", "H", "H", "H", "H", "H", "H", "H", "H", "S", "C", "C", "C", "N", "C", "C", "C", "C", "C", "N", "C", "C", "H", "H", "H", "H", "H", "H", "H", "H", "C", "N", "N", "C", "O", "C", "C", "C", "C", "C", "C", "C", "C", "C", "H", "H", "H", "H", "H", "H", "H", "H", "H", "H", "H", "H"],
  "xyz": [[-0.011, -0.408, -0.188], [4.693, 2.849, -0.792], [3.228, 3.581, -0.046], [2.059, 2.303, 0.025], [2.452, 0.702, -0.593], [0.975, 2.719, 0.633], [-0.109, 1.877, 0.577], [-1.144, 2.247, 1.225], [-2.400, 1.477, 1.082], [-3.601, 2.008, 1.509], [-4.771, 1.298, 1.270], [-4.703, 0.071, 0.633], [-3.461, -0.406, 0.256], [-2.332, 0.276, 0.470], [5.508, 3.516, -0.518], [4.604, 2.808, -1.874], [4.893, 1.860, -0.389], [-1.130, 3.168, 1.804], [-3.623, 2.973, 1.999], [-5.727, 1.707, 1.570], [-5.590, -0.509, 0.425], [-3.362, -1.369, -0.232], [0.689, -0.140, 6.686], [0.588, -0.445, 4.941], [-0.540, -1.014, 4.345], [-0.565, -1.181, 2.980], [0.469, -0.851, 2.183], [1.557, -0.324, 2.762], [1.648, -0.083, 4.119], [0.220, -1.743, 7.299], [1.162, -2.753, 7.427], [0.731, -3.988, 7.890], [-0.533, -4.258, 8.220], [-1.416, -3.265, 8.119], [-1.093, -1.993, 7.669], [-1.394, -1.306, 4.940], [-1.448, -1.583, 2.496], [2.389, -0.105, 2.106], [2.544, 0.362, 4.530], [2.201, -2.583, 7.180], [1.439, -4.801, 8.005], [-2.433, -3.492, 8.418], [-1.843, -1.214, 7.631], [1.443, -6.832, 0.202], [1.385, -5.441, -0.254], [0.242, -4.686, -0.217], [0.558, -3.422, -0.565], [-0.347, -2.479, -0.662], [1.930, -3.373, -0.808], [2.411, -4.656, -0.600], [3.796, -5.190, -0.727], [-1.062, -5.240, 0.026], [-1.542, -6.246, -0.797], [-2.805, -6.765, -0.554], [-3.576, -6.268, 0.490], [-3.085, -5.247, 1.295], [-1.818, -4.731, 1.068], [0.544, -7.062, 0.765], [2.306, -6.944, 0.852], [1.523, -7.506, -0.647], [2.509, -2.524, -1.131], [4.448, -4.432, -1.151], [3.818, -6.068, -1.374], [4.195, -5.479, 0.247], [-0.946, -6.610, -1.626], [-3.192, -7.551, -1.189], [-4.558, -6.679, 0.679], [-3.683, -4.865, 2.112], [-1.407, -3.954, 1.701]]
}

(2)
{
  "formula": "C6H5FIN",
  "method": "ωB97M-V with the def2-TZVPD basis set",
  "smiles": "F[C@@H](I)c1cccnc1",
  "e_above_lowest_kcal_mol": 0.0,
  "homo_energy_ev": -9.417,
  "lumo_ev": -0.16,
  "homo_lumo_gap_ev": 9.26,
  "elements": ["F", "C", "I", "C", "C", "C", "C", "N", "C", "H", "H", "H", "H", "H"],
  "xyz": [[1.910, -2.023, -0.141], [1.749, -0.867, 0.607], [3.286, 0.513, -0.085], [0.387, -0.306, 0.375], [-0.585, -0.856, -0.496], [-1.686, -0.157, -0.829], [-1.755, 1.153, -0.422], [-0.885, 1.780, 0.389], [0.201, 1.070, 0.832], [1.872, -1.334, 1.609], [-0.284, -1.808, -0.907], [-2.427, -0.402, -1.585], [-2.720, 1.668, -0.778], [0.935, 1.572, 1.430]]
}

(3)
{
  "formula": "C41H102BaN6O14Zn",
  "method": "ωB97M-V with the def2-TZVPD basis set",
  "e_above_lowest_kcal_mol": 0.0,
  "total_charge": 2,
  "homo_energy_ev": -11.829,
  "lumo_ev": -4.77,
  "homo_lumo_gap_ev": 7.06,
  "elements": ["Ba", "Zn", "C", "C", "O", "H", "H", "H", "H", "H", "C", "C", "C", "O", "H", "H", "H", "H", "H", "H", "H", "C", "O", "C", "C", "N", "C", "C", "O", "C", "H", "H", "H", "H", "H", "H", "H", "H", "H", "H", "H", "H", "H", "H", "H", "C", "O", "C", "C", "N", "C", "C", "O", "C", "H", "H", "H", "H", "H", "H", "H", "H", "H", "H", "H", "H", "H", "H", "H", "C", "O", "C", "C", "N", "C", "C", "O", "C", "H", "H", "H", "H", "H", "H", "H", "H", "H", "H", "H", "H", "H", "H", "H", "C", "O", "C", "C", "N", "C", "C", "O", "C", "H", "H", "H", "H", "H", "H", "H", "H", "H", "H", "H", "H", "H", "H", "H", "C", "O", "C", "C", "N", "C", "C", "O", "C", "H", "H", "H", "H", "H", "H", "H", "H", "H", "H", "H", "H", "H", "H", "H", "C", "O", "C", "C", "N", "C", "C", "O", "C", "H", "H", "H", "H", "H", "H", "H", "H", "H", "H", "H", "H", "H", "H", "H"],
  "xyz": [[-1.025, -3.574, -1.356], [-1.730, -2.072, 2.272], [0.820, 0.195, -0.400], [-0.519, -0.045, 0.285], [-0.974, -1.358, 0.530], [1.184, -0.603, -1.054], [1.652, 0.454, 0.261], [0.676, 1.114, -0.977], [-1.311, 0.507, -0.239], [-0.409, 0.567, 1.196], [-2.868, -6.265, 1.954], [-3.033, -4.870, 1.334], [-4.371, -4.220, 1.762], [-1.979, -3.948, 1.452], [-1.821, -6.556, 1.860], [-3.532, -6.970, 1.458], [-3.081, -6.259, 3.024], [-3.013, -4.982, 0.244], [-4.501, -4.589, 2.785], [-5.184, -4.796, 1.305], [-4.463, -3.144, 1.668], [5.692, 5.603, -5.974], [4.310, 5.371, -5.925], [3.962, 4.007, -5.881], [2.544, 3.853, -5.355], [2.586, 3.634, -3.899], [1.270, 3.343, -3.279], [0.209, 4.463, -3.461], [0.719, 5.757, -3.657], [1.041, 6.491, -2.518], [5.938, 6.578, -6.403], [6.238, 4.931, -6.643], [6.105, 5.640, -4.964], [4.661, 3.548, -5.163], [4.195, 3.494, -6.825], [1.912, 3.197, -5.960], [2.039, 4.814, -5.520], [2.599, 4.605, -3.574], [1.421, 3.138, -2.219], [0.775, 2.541, -3.838], [-0.589, 4.432, -2.706], [-0.346, 4.228, -4.375], [1.400, 5.853, -1.697], [0.233, 7.085, -2.070], [1.838, 7.208, -2.722], [-2.281, -5.618, -4.261], [-1.441, -5.534, -3.130], [-0.740, -6.734, -2.780], [-0.423, -6.792, -1.258], [0.611, -5.792, -0.904], [0.938, -6.020, 0.523], [2.098, -5.107, 0.913], [1.764, -3.765, 0.596], [2.800, -2.997, -0.015], [-1.727, -5.757, -5.191], [-2.775, -4.653, -4.407], [-3.128, -6.298, -4.154], [0.193, -6.759, -3.352], [-1.303, -7.633, -3.036], [-0.086, -7.819, -1.082], [-1.323, -6.658, -0.651], [1.393, -6.092, -1.482], [1.409, -7.007, 0.612], [0.028, -5.945, 1.109], [3.081, -5.365, 0.495], [2.396, -5.249, 1.964], [2.793, -3.078, -1.104], [3.794, -3.349, 0.279], [2.722, -1.988, 0.383], [-3.114, 2.323, -3.311], [-2.551, 1.066, -3.014], [-1.975, 0.467, -4.179], [-1.377, -0.917, -3.804], [-2.233, -1.472, -2.711], [-3.536, -1.817, -3.236], [-4.421, -2.546, -2.164], [-3.838, -3.816, -1.876], [-4.819, -4.861, -1.882], [-4.000, 2.240, -3.942], [-2.431, 3.063, -3.744], [-3.403, 2.815, -2.380], [-1.161, 1.143, -4.455], [-2.713, 0.419, -4.982], [-0.360, -0.752, -3.437], [-1.269, -1.477, -4.732], [-2.438, -0.729, -2.046], [-3.438, -2.486, -4.091], [-4.146, -0.944, -3.490], [-5.453, -2.524, -2.524], [-4.517, -2.031, -1.200], [-5.632, -4.643, -1.194], [-4.323, -5.795, -1.614], [-5.138, -5.035, -2.913], [2.248, 1.540, 3.153], [1.728, 0.338, 3.681], [0.405, 0.459, 4.139], [-0.040, -0.934, 4.548], [0.043, -1.770, 3.287], [0.420, -3.150, 3.623], [-0.607, -3.728, 4.573], [-1.899, -3.274, 4.281], [-2.951, -3.754, 5.087], [2.498, 2.252, 3.946], [1.569, 2.058, 2.467], [3.161, 1.350, 2.593], [-0.251, 0.964, 3.422], [0.304, 1.065, 5.052], [-1.087, -0.929, 4.843], [0.644, -1.307, 5.308], [0.711, -1.333, 2.660], [1.432, -3.302, 4.010], [0.482, -3.728, 2.697], [-0.322, -3.481, 5.604], [-0.543, -4.822, 4.512], [-2.693, -3.780, 6.148], [-3.309, -4.738, 4.776], [-3.783, -3.062, 4.963], [-0.647, 5.207, 0.670], [-1.466, 4.290, 1.368], [-2.349, 3.605, 0.502], [-3.031, 2.433, 1.225], [-4.171, 2.806, 2.066], [-3.694, 3.285, 3.378], [-4.752, 3.980, 4.232], [-5.866, 3.132, 4.327], [-6.982, 3.747, 4.928], [0.221, 4.677, 0.270], [-0.288, 5.941, 1.396], [-1.200, 5.843, -0.027], [-1.809, 3.146, -0.342], [-3.072, 4.295, 0.054], [-2.384, 1.826, 1.861], [-3.267, 1.719, 0.432], [-4.766, 3.545, 1.710], [-2.822, 3.925, 3.218], [-3.237, 2.438, 3.910], [-4.995, 4.889, 3.662], [-4.348, 4.294, 5.196], [-7.809, 3.038, 4.991], [-7.312, 4.533, 4.237], [-6.834, 4.096, 5.954], [2.832, 4.586, 0.522], [3.562, 3.386, 0.698], [3.911, 2.788, -0.537], [4.814, 1.607, -0.298], [6.030, 2.085, 0.364], [6.868, 1.013, 0.914], [7.828, 1.633, 1.925], [7.091, 2.020, 3.089], [7.621, 1.474, 4.293], [3.553, 5.406, 0.593], [2.097, 4.779, 1.305], [2.312, 4.616, -0.439], [4.381, 3.564, -1.157], [3.048, 2.562, -1.181], [5.095, 1.004, -1.162], [4.309, 0.872, 0.353], [5.800, 2.662, 1.167], [7.381, 0.513, 0.090], [6.364, 0.227, 1.500], [8.265, 2.568, 1.581], [8.595, 0.880, 2.121], [7.661, 0.390, 4.158], [6.944, 1.717, 5.111], [8.585, 1.940, 4.512]]
}

(4)
{
  "formula": "C37H69AgN2O11",
  "method": "ωB97M-V with the def2-TZVPD basis set",
  "spin_multiplicity": 3,
  "homo_energy_ev": [-4.033, -8.594],
  "lumo_ev": [0.13, -1.97],
  "homo_lumo_gap_ev": [4.16, 6.62],
  "elements": ["Ag", "C", "C", "C", "O", "H", "H", "H", "H", "H", "H", "H", "C", "C", "C", "C", "C", "C", "N", "O", "C", "C", "C", "H", "H", "H", "H", "H", "H", "H", "H", "H", "H", "H", "H", "H", "H", "H", "H", "H", "H", "H", "C", "C", "C", "C", "C", "C", "N", "O", "C", "C", "C", "H", "H", "H", "H", "H", "H", "H", "H", "H", "H", "H", "H", "H", "H", "H", "H", "H", "H", "H", "O", "C", "O", "C", "C", "C", "H", "H", "H", "H", "H", "H", "O", "C", "O", "C", "C", "C", "H", "H", "H", "H", "H", "H", "O", "C", "O", "C", "C", "C", "H", "H", "H", "H", "H", "H", "O", "C", "O", "C", "C", "C", "H", "H", "H", "H", "H", "H"],
  "xyz": [[1.812, -4.050, 2.451], [1.471, -0.690, -0.337], [0.327, -1.766, 0.007], [-0.263, -2.466, -1.264], [0.637, -2.669, 1.036], [1.079, -0.079, -1.150], [2.395, -1.185, -0.633], [1.671, -0.075, 0.540], [-0.491, -1.111, 0.307], [-0.492, -1.800, -2.096], [-1.165, -3.061, -1.116], [0.369, -3.267, -1.649], [-0.681, 2.280, -3.429], [-1.617, 1.595, -4.482], [-1.427, 0.037, -4.141], [-2.355, -0.971, -4.789], [-3.793, -0.572, -4.594], [-4.066, 0.891, -5.036], [-3.055, 1.817, -4.358], [-3.363, 3.207, -4.463], [-4.164, 0.845, -6.577], [-5.528, 1.227, -4.532], [-1.089, 1.903, -5.858], [0.344, 1.921, -3.525], [-0.984, 2.120, -2.395], [-0.751, 3.367, -3.463], [-0.406, -0.231, -4.413], [-1.396, -0.146, -3.067], [-2.126, -1.906, -4.277], [-2.228, -1.189, -5.849], [-4.042, -0.610, -3.533], [-4.539, -1.188, -5.098], [-3.248, 0.709, -7.152], [-4.953, 0.195, -6.955], [-4.506, 1.834, -6.884], [-6.213, 0.433, -4.831], [-5.418, 1.156, -3.450], [-5.866, 2.203, -4.880], [-0.046, 2.216, -5.908], [-1.611, 2.742, -6.319], [-1.223, 1.037, -6.506], [-3.376, 3.393, -3.521], [3.399, 3.947, 5.728], [3.155, 3.185, 4.394], [2.591, 1.844, 4.653], [1.798, 1.157, 3.570], [0.873, 2.095, 2.848], [1.480, 3.390, 2.451], [2.174, 3.982, 3.618], [2.656, 5.213, 3.357], [2.270, 3.137, 1.179], [0.224, 4.259, 2.109], [4.491, 3.050, 3.659], [3.927, 4.899, 5.783], [3.845, 3.386, 6.550], [2.435, 4.270, 6.121], [3.367, 1.135, 4.941], [1.916, 1.965, 5.500], [1.231, 0.310, 3.956], [2.496, 0.730, 2.850], [0.109, 2.238, 3.612], [0.495, 1.574, 1.969], [1.538, 3.235, 0.377], [2.977, 3.949, 1.006], [2.907, 2.255, 1.112], [0.590, 5.069, 1.477], [-0.575, 3.833, 1.502], [-0.300, 4.681, 2.967], [4.271, 2.310, 2.889], [5.172, 2.557, 4.352], [5.026, 3.892, 3.221], [1.965, 5.770, 3.723], [3.042, -2.117, 3.100], [4.176, -1.637, 2.843], [4.950, -1.010, 3.734], [6.132, -0.453, 3.170], [5.892, -0.479, 1.676], [4.901, -1.650, 1.468], [6.978, -1.065, 3.483], [6.223, 0.589, 3.477], [6.732, -0.575, 0.989], [5.397, 0.453, 1.402], [5.345, -2.562, 1.067], [4.201, -1.303, 0.709], [2.629, -6.647, -1.237], [1.980, -6.189, -2.204], [2.509, -5.640, -3.313], [1.542, -5.160, -4.175], [0.209, -5.842, -3.774], [0.471, -6.269, -2.346], [1.766, -5.245, -5.239], [1.471, -4.108, -3.902], [-0.094, -6.728, -4.332], [-0.526, -5.056, -3.945], [0.088, -7.258, -2.094], [0.020, -5.591, -1.622], [0.438, -3.480, 4.245], [-0.511, -2.800, 4.557], [-0.838, -2.467, 5.795], [-1.845, -1.420, 5.958], [-2.053, -1.006, 4.454], [-1.593, -2.218, 3.626], [-1.469, -0.626, 6.603], [-2.824, -1.813, 6.230], [-1.430, -0.138, 4.241], [-3.059, -0.646, 4.239], [-1.037, -1.942, 2.730], [-2.380, -2.855, 3.223], [-6.257, -0.322, 1.587], [-5.197, -0.170, 1.002], [-4.041, 0.072, 1.697], [-3.041, 0.372, 0.775], [-3.748, 0.595, -0.540], [-4.922, -0.345, -0.513], [-2.488, -0.549, 0.587], [-2.446, 1.199, 1.161], [-3.117, 0.372, -1.400], [-4.007, 1.651, -0.619], [-4.520, -1.328, -0.760], [-5.778, -0.009, -1.098]]
}